[1]
{
  "formula": "C46H34MnNO3P2SSe3Te",
  "method": "ωB97M-V/def2-TZVPD",
  "orbital_gap_ev": [5.63, 5.69],
  "homo_energy_ev": [-3.52, -3.59],
  "de_lowest_ev": 2.280,
  "spin_multiplicity": 6,
  "charge": -1,
  "e_tot_ev": -319958.149,
  "s_squared": 8.756,
  "symbols": ["Mn", "O", "S", "C", "C", "C", "C", "C", "C", "P", "C", "C", "C", "C", "C", "C", "C", "C", "C", "C", "C", "C", "C", "C", "C", "C", "C", "C", "P", "C", "C", "C", "C", "C", "C", "C", "C", "C", "C", "C", "C", "H", "H", "H", "H", "H", "H", "H", "H", "H", "H", "H", "H", "H", "H", "H", "H", "H", "H", "H", "H", "H", "H", "H", "H", "H", "H", "H", "H", "Se", "Se", "Te", "Se", "O", "C", "O", "C", "C", "C", "C", "C", "C", "C", "C", "C", "N", "H", "H", "H", "H", "H", "H"],
  "positions_angstrom": [[-1.52252, -1.67067, 0.07081], [-1.67444, 1.64409, 2.49462], [-0.85288, 1.06150, 1.39931], [0.84821, 1.42761, 1.83757], [1.15881, 2.74959, 2.14171], [2.44214, 3.07251, 2.53393], [3.40347, 2.06941, 2.61358], [3.07421, 0.75391, 2.34110], [1.77668, 0.39178, 1.96928], [1.18956, -1.35778, 1.65306], [2.75069, -2.24647, 1.30803], [2.86847, -2.88365, 0.07962], [4.01553, -3.59379, -0.24717], [5.05392, -3.69064, 0.66569], [4.93193, -3.09593, 1.91618], [3.78200, -2.39131, 2.23728], [0.82805, -1.89436, 3.36003], [0.96025, -3.24240, 3.68778], [0.52622, -3.70744, 4.91993], [-0.05615, -2.83826, 5.83057], [-0.20726, -1.49913, 5.50215], [0.22966, -1.02916, 4.27398], [-1.07268, 2.18834, -0.00111], [-1.81928, 3.32698, 0.24919], [-2.13873, 4.17594, -0.80120], [-1.71784, 3.87181, -2.08533], [-0.99354, 2.71290, -2.32930], [-0.66819, 1.84384, -1.29447], [0.17406, 0.23040, -1.55507], [1.92945, 0.74150, -1.44451], [2.89557, -0.17734, -1.84959], [4.24363, 0.12884, -1.76183], [4.64305, 1.37091, -1.28633], [3.68762, 2.30501, -0.91665], [2.33698, 1.99500, -0.99771], [0.02888, -0.05108, -3.35528], [-0.82571, -1.05566, -3.79422], [-0.96760, -1.31179, -5.15510], [-0.24426, -0.57737, -6.07714], [0.63200, 0.41635, -5.64443], [0.77226, 0.67410, -4.29290], [0.38726, 3.50693, 2.07537], [2.69777, 4.09736, 2.77234], [4.41953, 2.31690, 2.89631], [3.84080, -0.00451, 2.41068], [2.03684, -2.86560, -0.61308], [4.07780, -4.09099, -1.20775], [5.94630, -4.25219, 0.41714], [5.72385, -3.19900, 2.64783], [3.67236, -1.97177, 3.23065], [1.37483, -3.93561, 2.96598], [0.62491, -4.75938, 5.15715], [-0.41154, -3.20732, 6.78444], [-0.69098, -0.81903, 6.19124], [0.07330, 0.01472, 4.02965], [-2.16580, 3.50556, 1.25997], [-2.73527, 5.06059, -0.61740], [-1.98252, 4.51963, -2.91159], [-0.71499, 2.46543, -3.34469], [2.59176, -1.13660, -2.24784], [4.97841, -0.60859, -2.05895], [5.69644, 1.61004, -1.20937], [3.98911, 3.27985, -0.55406], [1.60411, 2.73468, -0.70477], [-1.39419, -1.65557, -3.08871], [-1.62626, -2.11347, -5.46327], [-0.34280, -0.78420, -7.13577], [1.21173, 0.98098, -6.36415], [1.46821, 1.43481, -3.95870], [-0.40042, -4.16693, 0.45632], [0.21266, -4.41669, -1.78442], [-2.04929, -4.67431, -2.94741], [-3.31873, -2.91147, -1.71567], [-3.58382, -1.16183, 3.60957], [-3.11485, -1.12536, 2.48346], [-2.10714, -1.75910, 2.02805], [-3.82207, -0.21408, 1.46105], [-4.90241, 0.58173, 1.91485], [-5.52758, 1.40216, 1.03429], [-5.10921, 1.42280, -0.32116], [-5.73363, 2.23186, -1.29816], [-5.31538, 2.19329, -2.59861], [-4.25905, 1.33656, -2.97289], [-3.63323, 0.55326, -2.04567], [-4.03848, 0.58851, -0.69368], [-3.39763, -0.20843, 0.22039], [-5.16696, 0.50158, 2.95831], [-6.35272, 2.03636, 1.33919], [-6.55473, 2.87057, -0.99381], [-5.80018, 2.80807, -3.34662], [-3.94217, 1.29109, -4.00775], [-2.85614, -0.14137, -2.33431]]
}

=====

[2]
{
  "formula": "C10H12I3N2OS",
  "method": "ωB97M-V/def2-TZVPD",
  "orbital_gap_ev": 6.79,
  "homo_energy_ev": -11.48,
  "de_lowest_ev": 0.000,
  "spin_multiplicity": 1,
  "charge": 1,
  "e_tot_ev": -50714.593,
  "symbols": ["C", "C", "C", "N", "N", "C", "C", "O", "C", "S", "C", "I", "C", "I", "C", "C", "I", "H", "H", "H", "H", "H", "H", "H", "H", "H", "H", "H", "H"],
  "positions_angstrom": [[1.22289, -0.49490, 2.73924], [0.63099, 0.04384, 1.67998], [0.11562, 0.61497, 0.23755], [-0.02876, 2.12517, 0.40035], [1.38773, 0.55588, -0.61197], [2.81301, 0.72374, -0.16768], [3.61563, -0.65814, 0.09279], [2.98388, -1.84490, -0.45442], [1.27450, 0.37966, -1.94393], [-0.54638, 0.26130, -2.25265], [-1.09283, -0.18886, -0.50020], [-0.68177, -2.26597, 0.17091], [-2.61334, 0.10760, -0.07629], [-3.18848, 1.43567, 1.59743], [-3.74510, -0.48904, -0.77793], [-5.29693, -0.15045, -0.37676], [-3.51682, -1.90354, -2.44568], [2.05031, -0.90335, 3.44543], [0.32488, 2.32427, 1.36260], [0.57956, 2.57612, -0.30873], [2.83214, 1.41879, 0.75960], [3.35821, 1.30752, -1.02012], [4.66860, -0.54060, -0.40068], [3.82506, -0.73066, 1.23214], [3.51922, -2.08960, -1.26025], [2.08299, 0.32596, -2.75896], [-5.60433, -0.59603, 0.63631], [-5.99644, -0.58231, -1.20548], [-5.43941, 1.00073, -0.41805]]
}